No. 1
Computed, not measured: a cluster of 2 separate species, C6H12 in total, with ωB97M-V/def2-TZVPD.

HOMO energy (alpha / beta) (eV): -7.2 / -7.4
ΔE to the lowest compared entry with this formula, charge and spin (kcal per mole): 149.6
LUMO energy (alpha / beta) (eV): 0.25 / 0.60
Frontier orbital gap (alpha / beta) (eV): 7.461 / 7.993

Structure (XYZ):
```
18
C6H12 | the OMol25 dataset | ωB97M-V/def2-TZVPD
C 1.53 0.63 0.64
C 1.59 -0.56 -0.16
C 0.09 -1.34 -0.43
C -0.78 -1.44 0.81
C -1.13 -0.68 -0.38
C -1.05 1.63 0.19
H 1.76 1.59 0.18
H -0.06 0.99 0.43
H 1.72 0.57 1.70
H 2.13 -1.39 0.31
H 1.94 -0.39 -1.18
H 0.30 -2.15 -1.12
H -0.38 -0.87 1.66
H -1.33 -2.34 1.08
H -1.99 -0.54 -1.02
H -1.95 1.36 0.73
H -1.26 1.79 -0.87
H -0.67 2.57 0.60
```

Mulliken atomic charges, in units of e:
1. C -0.963
2. C -0.400
3. C -0.067
4. C -0.483
5. C -0.529
6. C -1.322
7. H 0.380
8. H 0.308
9. H 0.313
10. H 0.317
11. H 0.291
12. H 0.351
13. H 0.163
14. H 0.280
15. H 0.366
16. H 0.308
17. H 0.316
18. H 0.370

***

No. 2
Computed, not measured: a cluster of 2 separate species, C6H12 in total, with ωB97M-V/def2-TZVPD.

HOMO energy (alpha / beta) (eV): -7.2 / -7.4
ΔE to the lowest compared entry with this formula, charge and spin (kcal per mole): 149.5
LUMO energy (alpha / beta) (eV): 0.25 / 0.60
Frontier orbital gap (alpha / beta) (eV): 7.477 / 8.004

Structure (XYZ):
```
18
C6H12 | the OMol25 dataset | ωB97M-V/def2-TZVPD
C 1.49 0.67 0.46
C 1.57 -0.50 -0.35
C 0.08 -1.30 -0.63
C -0.79 -1.43 0.60
C -1.15 -0.65 -0.57
C -1.09 1.65 0.05
H 1.72 1.64 0.02
H -0.09 1.01 0.27
H 1.69 0.60 1.53
H 2.11 -1.33 0.11
H 1.92 -0.31 -1.36
H 0.30 -2.09 -1.34
H -0.39 -0.88 1.47
H -1.32 -2.35 0.86
H -2.02 -0.53 -1.20
H -1.99 1.36 0.59
H -1.32 1.84 -1.00
H -0.72 2.60 0.48
```

Mulliken atomic charges, in units of e:
1. C -0.958
2. C -0.401
3. C -0.066
4. C -0.480
5. C -0.531
6. C -1.326
7. H 0.377
8. H 0.314
9. H 0.314
10. H 0.316
11. H 0.292
12. H 0.352
13. H 0.164
14. H 0.280
15. H 0.361
16. H 0.308
17. H 0.317
18. H 0.369

***

No. 3
Computed, not measured: an isolated molecule of C6H12, with ωB97M-V/def2-TZVPD.

HOMO energy (eV): -9.6
ΔE to the lowest compared entry with this formula, charge and spin (kcal per mole): 20.4
SMILES: C[C@H]1CC1(C)C
LUMO energy (eV): 1.12
Frontier orbital gap (eV): 10.772

Structure (XYZ):
```
18
C6H12 | the OMol25 dataset | ωB97M-V/def2-TZVPD
C -0.87 1.92 0.04
C 0.27 0.97 0.32
C 0.15 -0.07 1.40
C 0.25 -0.50 -0.04
C -0.97 -1.11 -0.70
C 1.56 -1.11 -0.50
H -1.85 1.48 0.28
H -0.77 2.82 0.65
H -0.90 2.23 -1.01
H 1.25 1.44 0.23
H -0.81 -0.16 1.89
H 1.00 -0.25 2.05
H -0.82 -1.22 -1.78
H -1.87 -0.51 -0.55
H -1.17 -2.11 -0.29
H 2.41 -0.65 0.02
H 1.70 -0.97 -1.57
H 1.59 -2.18 -0.29
```

Mulliken atomic charges, in units of e:
1. C -1.515
2. C 0.054
3. C -0.931
4. C 1.400
5. C -1.490
6. C -1.497
7. H 0.296
8. H 0.393
9. H 0.321
10. H 0.357
11. H 0.275
12. H 0.274
13. H 0.355
14. H 0.318
15. H 0.332
16. H 0.370
17. H 0.352
18. H 0.337

***

No. 4
Computed, not measured: an isolated molecule of C6H12, with ωB97M-V/def2-TZVPD.

HOMO energy (eV): -7.8
ΔE to the lowest compared entry with this formula, charge and spin (kcal per mole): 93.2
LUMO energy (eV): 1.12
Frontier orbital gap (eV): 8.902

Structure (XYZ):
```
18
C6H12 | the OMol25 dataset | ωB97M-V/def2-TZVPD
C -1.98 1.00 -0.52
C -1.20 0.24 0.56
C 0.19 0.86 0.59
C 1.36 -0.42 1.28
C 1.25 0.11 -0.15
C 0.98 -0.90 -1.25
H -1.97 2.07 -0.31
H -1.54 0.85 -1.52
H -3.02 0.66 -0.56
H -1.26 -0.84 0.34
H -1.70 0.40 1.52
H 0.72 0.38 1.87
H 0.95 -1.42 1.44
H 2.33 -0.25 1.75
H 2.11 0.74 -0.40
H 1.89 -1.48 -1.47
H 0.69 -0.39 -2.17
H 0.19 -1.61 -0.99
```

Mulliken atomic charges, in units of e:
1. C -1.196
2. C -0.270
3. C -0.382
4. C -0.796
5. C 0.285
6. C -1.433
7. H 0.340
8. H 0.257
9. H 0.356
10. H 0.266
11. H 0.332
12. H 0.175
13. H 0.306
14. H 0.353
15. H 0.390
16. H 0.400
17. H 0.313
18. H 0.303

***

No. 5
Computed, not measured: an isolated molecule of C6H12, with ωB97M-V/def2-TZVPD.

HOMO energy (eV): -8.8
ΔE to the lowest compared entry with this formula, charge and spin (kcal per mole): 50.5
SMILES: C=C(C)CCC
LUMO energy (eV): 1.11
Frontier orbital gap (eV): 9.949

Structure (XYZ):
```
18
C6H12 | the OMol25 dataset | ωB97M-V/def2-TZVPD
C -2.08 0.24 0.83
C -0.73 0.27 1.07
C -0.22 -0.63 2.06
C 0.16 0.91 -0.06
C 0.87 -0.20 -0.77
C 1.21 -0.01 -2.27
H -2.80 -0.33 1.38
H -2.55 0.45 -0.15
H -1.02 -1.33 2.28
H 0.76 -1.08 1.81
H 0.00 0.02 3.00
H 0.85 1.69 0.48
H -0.58 1.46 -0.74
H 0.21 -1.10 -0.77
H 1.89 -0.47 -0.34
H 1.74 -0.87 -2.63
H 1.93 0.70 -2.39
H 0.37 0.27 -2.82
```

Mulliken atomic charges, in units of e:
1. C -1.073
2. C 0.720
3. C -1.144
4. C -0.452
5. C -0.264
6. C -1.607
7. H 0.326
8. H 0.235
9. H 0.342
10. H 0.286
11. H 0.262
12. H 0.233
13. H 0.303
14. H 0.339
15. H 0.231
16. H 0.380
17. H 0.436
18. H 0.447

***

No. 6
Computed, not measured: a structure of composition C6H12, with ωB97M-V/def2-TZVPD.

HOMO energy (eV): -9.3
ΔE to the lowest compared entry with this formula, charge and spin (kcal per mole): 110.2
LUMO energy (eV): 1.14
Frontier orbital gap (eV): 10.456

Structure (XYZ):
```
18
C6H12 | the OMol25 dataset | ωB97M-V/def2-TZVPD
C 0.57 -2.01 -0.86
C 1.39 -1.05 -0.06
C 0.65 0.08 0.58
C -0.33 0.81 -0.20
C -0.84 2.20 0.26
C -1.72 1.06 0.19
H 0.13 -1.50 -1.72
H -0.24 -2.41 -0.26
H 1.15 -2.86 -1.22
H 1.91 -1.62 0.72
H 2.19 -0.65 -0.70
H 1.28 0.68 1.22
H -0.37 -0.22 1.84
H -0.25 0.73 -1.26
H -0.38 2.38 1.21
H -0.98 3.05 -0.40
H -2.46 1.16 -0.60
H -1.68 0.18 1.26
```

Mulliken atomic charges, in units of e:
1. C -1.145
2. C -0.525
3. C -0.493
4. C -0.221
5. C -0.616
6. C -0.346
7. H 0.299
8. H 0.284
9. H 0.367
10. H 0.330
11. H 0.274
12. H 0.308
13. H 0.182
14. H 0.427
15. H 0.258
16. H 0.266
17. H 0.269
18. H 0.082

***

No. 7
Computed, not measured: a cluster of 2 separate species, C6H12 in total, with ωB97M-V/def2-TZVPD.

HOMO energy (eV): -8.6
ΔE to the lowest compared entry with this formula, charge and spin (kcal per mole): 40.5
SMILES: CC1=CCCC1.[H][H]
LUMO energy (eV): 1.21
Frontier orbital gap (eV): 9.832

Structure (XYZ):
```
18
C6H12 | the OMol25 dataset | ωB97M-V/def2-TZVPD
C 1.13 0.58 1.76
C 0.39 0.18 0.53
C 0.31 0.86 -0.62
C -0.16 0.02 -1.77
C -0.23 -1.38 -1.14
C -0.26 -1.18 0.39
H 1.95 -0.15 1.89
H 0.52 0.53 2.66
H 1.58 1.57 1.67
H 0.46 1.92 -0.81
H 0.56 0.09 -2.60
H -1.12 0.39 -2.16
H 0.69 -1.93 -1.39
H -1.09 -1.94 -1.50
H -1.30 -1.18 0.77
H 0.25 -1.99 0.93
H -1.56 1.60 0.83
H -2.11 2.06 0.62
```

Mulliken atomic charges, in units of e:
1. C -1.290
2. C 0.365
3. C -0.422
4. C -0.515
5. C -0.643
6. C -0.528
7. H 0.336
8. H 0.294
9. H 0.316
10. H 0.383
11. H 0.290
12. H 0.276
13. H 0.267
14. H 0.318
15. H 0.262
16. H 0.298
17. H -0.245
18. H 0.238

***

No. 8
Computed, not measured: a structure of composition C6H12, with ωB97M-V/def2-TZVPD.

HOMO energy (eV): -8.8
ΔE to the lowest compared entry with this formula, charge and spin (kcal per mole): 109.4
LUMO energy (eV): 1.18
Frontier orbital gap (eV): 9.934

Structure (XYZ):
```
18
C6H12 | the OMol25 dataset | ωB97M-V/def2-TZVPD
C 1.89 1.56 1.44
C 1.31 0.61 0.49
C -0.06 0.61 0.20
C -0.68 -0.36 -0.78
C -2.24 -0.28 -0.67
C -0.14 -1.88 -0.67
H 2.78 2.21 0.64
H 2.43 1.08 2.18
H 1.25 2.56 1.79
H 1.96 -0.24 0.10
H -0.59 1.34 0.71
H -0.53 -0.24 -1.72
H -2.71 -1.08 -1.40
H -2.42 0.58 -0.83
H -2.50 -0.77 0.46
H -0.67 -2.66 -1.37
H -0.31 -2.32 0.29
H 0.89 -1.99 -0.88
```

Mulliken atomic charges, in units of e:
1. C -1.032
2. C -0.201
3. C -0.326
4. C 0.594
5. C -1.512
6. C -1.453
7. H 0.206
8. H 0.318
9. H 0.259
10. H 0.197
11. H 0.341
12. H 0.338
13. H 0.297
14. H 0.644
15. H 0.230
16. H 0.330
17. H 0.388
18. H 0.382

***

The records above give, respectively, total energy values of -235.5797 -235.5800 -235.7858 -235.6697 -235.7378 -235.6426 -235.7537 -235.6439 a.u..